Entry 1:
C26H32F5N9O4PSiTe2V as an isolated structure. Source: OMol25; level of theory: wB97M-V/def2-TZVPD.

- Kohn-Sham gap (alpha / beta) (Ha) = 0.246 / 0.251
- ⟨S²⟩ = 0.78
- total energy (eV) = -120116.550
- energy relative to the best compared isomer or geometry (same formula, charge and spin) (kcal/mol) = 0.0
- HOMO level (alpha / beta) (eV) = -4.47 / -4.60

Structure (ORCA input):
```
! RIJCOSX wB97M-V def2-TZVPD def2/J DEFGRID3
* xyz -1 2
H 4.005 -1.085 -3.710
H 3.085 0.488 -0.151
F -4.935 2.954 -1.690
C 4.153 -1.041 2.668
C 3.085 -1.640 0.161
H 1.163 -1.289 4.245
C 3.563 -2.894 -2.630
C -2.172 -0.817 3.923
N -0.070 -4.706 -0.236
N -3.069 -1.497 -0.666
H 4.997 -5.902 -3.298
C -0.902 -3.706 -0.616
H 1.865 6.582 -1.134
C -2.511 -0.800 5.270
H -2.938 -0.686 3.172
N -4.349 -1.105 -0.920
C 3.899 -2.361 2.320
C 3.370 -2.658 1.077
C 4.783 -4.844 -3.383
O -1.962 3.077 -1.330
H -1.308 1.689 -3.443
H -3.726 3.935 2.466
C -1.543 -0.965 6.251
H 3.352 -4.868 -1.795
H -1.595 4.630 -2.635
H 0.124 6.896 -1.016
C 5.432 -4.080 -4.344
N -5.142 -2.102 -1.007
O -1.300 2.201 0.829
H 1.586 4.393 -0.021
P -0.566 2.928 -0.496
Te -4.450 1.166 -1.216
F -5.750 0.688 -2.467
C 0.785 5.135 0.042
C 0.125 -1.155 4.527
H -3.988 2.664 1.292
O -0.865 0.389 -1.049
C 3.858 -4.257 -2.533
V -2.031 0.192 0.029
H 4.556 -0.807 3.645
C 5.152 -2.726 -4.455
C 3.874 -0.022 1.772
H 6.149 -4.542 -5.011
C -0.220 -1.147 5.871
H -2.963 3.573 -3.002
N 1.108 -4.331 -0.623
H 1.794 -0.854 -2.163
H 0.720 5.600 -2.059
N -0.285 -2.715 -1.218
H 4.051 1.008 2.053
H -1.815 -0.954 7.299
H 0.885 5.650 1.000
Si 2.367 -2.032 -1.495
H 0.550 -1.278 6.623
H -1.965 2.273 2.730
C -1.926 3.587 -2.672
N -2.240 -3.773 -0.343
H 4.097 -3.157 3.027
C -3.193 -2.823 -0.616
H -1.268 3.788 2.128
C -3.319 3.478 1.561
C -1.067 2.741 -3.594
O -0.487 4.491 0.043
C 4.223 -2.143 -3.604
C 0.878 6.114 -1.109
H -1.277 3.002 -4.633
H 5.651 -2.126 -5.206
N 0.991 -3.153 -1.199
C -1.938 2.964 1.888
H -2.610 -4.688 -0.145
F -5.945 1.095 -0.040
C -0.843 -0.989 3.536
H -3.304 4.221 0.766
H 0.000 2.886 -3.414
F -3.408 0.395 1.364
H -3.548 -0.660 5.552
F -3.338 0.748 -2.785
H 3.150 -3.690 0.828
C 3.338 -0.320 0.526
Te -0.185 -1.017 1.528
N -4.447 -3.215 -0.838
*
```

Atomic partial charges in e from the natural (NBO) method, atoms 1 to 6:
1. H 0.210
2. H 0.216
3. F -0.666
4. C -0.203
5. C -0.525
6. H 0.199

---

Entry 2:
C26H32LaN11O6S as an isolated structure. Source: OMol25; level of theory: wB97M-V/def2-TZVPD.

- Kohn-Sham gap (Ha) = 0.297
- total energy (eV) = -67847.409
- energy relative to the best compared isomer or geometry (same formula, charge and spin) (kcal/mol) = 0.0
- HOMO level (eV) = -13.87

Structure (ORCA input):
```
! RIJCOSX wB97M-V def2-TZVPD def2/J DEFGRID3
* xyz 2 1
N -1.497 -0.756 1.775
N -2.012 0.387 -0.647
H -3.550 1.167 -3.533
C 3.315 2.125 2.073
C 3.484 2.328 0.591
C -2.265 0.946 -1.818
H 1.295 -1.976 2.510
N 0.709 0.539 -2.904
O 2.100 -2.753 -2.722
C -4.097 -0.773 -0.853
H -0.914 3.294 3.261
H 2.561 2.528 -4.903
N 3.198 1.052 -0.082
N 1.970 1.630 2.464
S -6.952 -2.963 0.400
O -0.816 -1.551 -2.148
C -4.330 -0.203 -2.111
N 0.234 -2.778 0.118
H 3.731 0.273 0.267
C -0.367 2.478 2.755
O 2.261 -1.502 -0.835
H 1.387 3.109 3.886
H -0.731 -2.860 -0.216
C -2.939 -0.472 -0.149
H 4.053 1.396 2.374
C 1.083 -0.484 -5.046
La 0.578 0.169 0.121
C 1.995 1.669 -4.562
C 1.860 0.602 -5.433
C 2.093 0.695 3.579
C -2.672 -1.055 1.184
H -0.609 3.158 0.830
H -1.899 -2.395 4.675
H 3.572 3.048 2.641
N 1.866 -1.251 2.114
O -0.687 -2.407 -4.211
H -0.338 -0.993 3.433
N 1.105 -3.415 -0.818
H 0.659 -4.117 -1.398
H 2.812 -1.249 4.043
N -5.814 -2.912 1.562
H 3.451 1.081 -1.067
H -0.630 1.566 3.282
C -3.406 0.675 -2.585
C -5.058 -1.669 -0.204
H 2.673 1.143 4.392
H 2.445 -1.715 1.416
H 4.485 2.704 0.406
C -4.823 -2.179 1.090
H 2.376 3.900 -3.453
C 0.527 -0.445 -3.773
C -3.589 -1.877 1.814
C 2.701 -0.626 3.153
H 1.379 3.601 2.212
C -2.183 -2.048 3.701
H 2.322 0.612 -6.411
O 0.894 2.550 -1.194
H -1.163 -3.160 -3.812
C -1.283 -1.244 2.998
H -1.703 2.053 1.241
H 3.699 -0.475 2.758
C 1.898 -2.514 -1.545
H 1.097 0.509 3.978
H 2.782 3.072 0.223
C 1.393 1.594 -3.310
H 0.950 -1.331 -5.712
O 2.013 3.837 -2.568
C 1.428 2.690 -2.280
N -0.727 2.291 1.356
C -3.362 -2.387 3.092
H -5.227 -0.429 -2.688
H -4.105 -3.005 3.565
C -0.376 -1.542 -3.284
H -1.489 1.600 -2.185
N -6.211 -2.044 -0.720
H 0.260 -3.287 0.985
C 1.132 2.771 2.861
*
```

Atomic partial charges in e from the Mulliken method, atoms 1 to 6:
1. N 0.632
2. N 0.616
3. H 0.536
4. C -1.296
5. C -0.654
6. C -0.539

---

Entry 3:
C26H32N4O4 as an isolated structure. Source: OMol25; level of theory: wB97M-V/def2-TZVPD.

- Kohn-Sham gap (Ha) = 0.259
- total energy (eV) = -41612.321
- energy relative to the best compared isomer or geometry (same formula, charge and spin) (kcal/mol) = 516.9
- HOMO level (eV) = -7.55

Structure (ORCA input):
```
! RIJCOSX wB97M-V def2-TZVPD def2/J DEFGRID3
* xyz 0 1
H -3.867 3.071 -3.747
H 3.221 -4.706 1.256
H -1.516 -0.444 1.850
O 2.541 -3.725 -0.474
N -1.600 1.998 -2.191
H 1.327 -0.031 -0.422
C 3.110 -4.965 0.139
C -0.158 0.549 4.346
C 0.507 1.844 4.648
H -0.308 -0.215 5.020
C 2.657 -4.820 -3.909
H -1.562 2.326 -3.317
H -1.017 0.733 3.555
H -3.868 5.714 2.340
C 2.091 -0.561 4.101
H 0.696 -1.023 -2.116
N 0.162 -1.101 0.232
C 2.224 -3.792 -1.900
C -2.065 3.067 -1.323
O -0.060 -3.338 -0.257
C 0.023 -1.752 2.762
H -2.246 3.888 2.041
H -4.229 4.601 -3.442
C -0.645 1.227 -1.810
H 3.545 0.953 4.856
H -0.772 2.137 1.422
C -3.765 4.952 -1.020
H 0.705 2.447 3.548
C -0.731 -1.300 1.534
H -3.862 6.857 0.997
C 1.626 -2.860 -2.435
C -3.476 4.053 -3.277
C 2.768 -4.892 -2.651
H -1.380 -2.312 1.289
C -3.208 3.874 -1.833
H -5.168 5.599 1.418
H 4.215 -5.150 -0.142
C 0.351 -2.149 -0.341
C -1.921 2.916 0.120
H 1.632 -3.723 -5.580
H -4.526 5.507 -1.248
H 2.589 -0.999 3.422
H 2.762 -5.708 -4.645
C -2.528 3.930 1.106
C -0.335 1.245 -0.358
C 2.742 0.819 4.230
C -0.780 2.167 0.524
C -4.163 5.839 1.225
H -0.060 2.423 5.165
H -0.429 -2.096 3.586
C 1.233 -3.044 -3.610
C 1.781 -3.941 -4.502
H 2.774 1.414 3.518
H 1.052 -2.187 2.549
H 1.692 -1.154 4.863
H -2.495 4.203 -3.687
C -3.480 4.750 0.503
N 1.129 -1.889 -1.610
O 1.743 1.751 5.243
O -0.169 0.390 -2.579
N 0.815 -0.380 3.317
H 1.200 0.631 1.171
H 2.602 -6.052 -0.007
H 0.400 -2.084 -4.032
H 3.376 -5.692 -2.308
C 0.846 0.278 0.376
*
```

Atomic partial charges in e from the natural (NBO) method, atoms 1 to 6:
1. H 0.210
2. H 0.198
3. H 0.223
4. O -0.526
5. N -0.545
6. H 0.243

---

Question: Among the records above, which one has the lowest total energy?
Answer: C26H32F5N9O4PSiTe2V

---

Question: What is the formula in the second record?
Answer: C26H32LaN11O6S